[1]
Here is C52H48Cl2N6O4Pb as an isolated structure from the Open Molecules 2025 dataset. Energies are from ωB97M-V/def2-TZVPD.

Geometry (Å):
Pb 1.232190 1.121309 -0.125175
O -0.947827 0.696085 -1.370215
C -0.021391 1.298574 -3.654720
C 0.415868 0.738753 -4.857552
C 1.008909 1.482967 -5.858696
C 1.161670 2.850790 -5.699538
C 0.725214 3.431969 -4.527406
C 0.155864 2.686632 -3.485884
C -0.154921 3.532529 -2.307439
N 0.129088 3.216396 -1.109999
N -0.074473 4.146539 -0.115360
C -0.329313 3.540685 1.029328
O -0.493655 2.281533 1.184287
C -0.393737 4.420398 2.237441
C -0.390011 5.808701 2.129886
C -0.407986 6.595593 3.270541
C -0.424579 6.006106 4.528580
C -0.427099 4.623184 4.641020
C -0.413959 3.835884 3.499319
H 0.274708 -0.322870 -5.008196
H 1.338432 0.992763 -6.765603
H 1.611604 3.455981 -6.475178
H 0.838565 4.500729 -4.386734
H -0.551191 4.531255 -2.502230
H -0.368098 6.255538 1.145727
H -0.406847 7.674353 3.179556
H -0.436384 6.624653 5.417188
H -0.439396 4.155583 5.618729
H -0.408205 2.757322 3.572200
C -2.405722 0.837711 3.853515
C -1.587112 0.435968 5.048140
C -1.849518 0.947015 6.314967
C -1.095655 0.569100 7.418101
C -0.061530 -0.343235 7.277251
C 0.216517 -0.867221 6.022880
C -0.533703 -0.475848 4.922562
N -0.179890 -0.979763 3.629912
C 0.582427 -0.232378 2.759660
N 1.332121 0.716162 3.374674
C 2.230811 1.709272 2.940599
C 2.466323 2.061070 1.623441
C 3.334259 3.090942 1.298862
C 3.990967 3.785965 2.301786
C 3.765594 3.430267 3.624082
C 2.900975 2.402238 3.967321
C 2.669175 2.058080 5.413937
N 0.586455 -0.480692 1.486602
C -0.295882 -1.487748 0.984802
C -1.647206 -1.200029 0.825953
C -2.503746 -2.147369 0.287300
C -2.001223 -3.380677 -0.097885
C -0.650903 -3.657188 0.059490
C 0.227294 -2.724584 0.600462
C 1.690534 -3.015656 0.751311
H -3.093982 1.640107 4.114965
H -2.994567 -0.006802 3.486450
H -1.782350 1.185462 3.025862
H -2.657840 1.658531 6.434093
H -1.320929 0.987699 8.390410
H 0.524953 -0.646263 8.134235
H 1.018663 -1.580107 5.876425
H -0.869661 -1.550211 3.159534
H 1.210240 0.710603 4.374667
H 3.496200 3.358877 0.260258
H 4.660092 4.601032 2.058825
H 4.270652 3.967281 4.418156
H 3.297080 2.674329 6.054490
H 2.901612 1.010159 5.624759
H 1.629523 2.235737 5.713929
H -2.003202 -0.211645 1.090749
H -3.551246 -1.912503 0.147813
H -2.657128 -4.120789 -0.539243
H -0.254001 -4.615013 -0.255745
H 1.908633 -4.039051 0.449837
H 2.017591 -2.873783 1.782953
H 2.287432 -2.353710 0.120109
Cl 4.262254 -0.996470 2.724678
C 5.131953 0.016698 1.557036
Cl 4.582355 -0.239627 -0.105619
H 6.182492 -0.240703 1.610662
H 4.950788 1.053070 1.821500
C -2.215623 -5.464958 -7.541232
C -1.994966 -5.490638 -6.052117
C -2.418191 -6.586987 -5.310008
C -2.209085 -6.645262 -3.940935
C -1.602264 -5.581701 -3.297661
C -1.185301 -4.468970 -4.021243
N -0.570579 -3.400803 -3.323484
C -1.060076 -2.127103 -3.265597
C -2.418736 -1.915375 -3.685339
C -2.978524 -0.636456 -3.705771
C -2.261276 0.443241 -3.303065
C -0.860101 0.332719 -2.774801
C -0.301298 -1.071559 -2.797964
C 1.108111 -1.263546 -2.359913
O 1.639174 -2.381884 -2.404050
O 1.751292 -0.212709 -1.953601
C -1.347672 -4.426309 -5.411936
C -0.815640 -3.268865 -6.212514
H -2.834881 -6.304852 -7.852747
H -1.269820 -5.527665 -8.084708
H -2.706817 -4.543505 -7.858799
H -2.911751 -7.408169 -5.816151
H -2.533110 -7.509753 -3.375992
H -1.451712 -5.591003 -2.225914
H 0.382886 -3.481878 -2.963081
H -3.008806 -2.770740 -3.982758
H -3.999128 -0.511252 -4.045621
H -2.682983 1.442487 -3.325340
H -1.348682 1.570176 -1.267095
H -1.594087 -2.532194 -6.432395
H -0.410195 -3.609175 -7.165156
H -0.022213 -2.759604 -5.668443

Atoms 1-3, force components in eV/Å:
0.152 0.142 -0.058
0.022 0.029 0.038
-0.029 0.050 0.027

## Properties
Highest occupied orbital energy (spin up / spin down) in eV: -7.0570 / -7.3875
HOMO-LUMO gap (spin up / spin down) in eV: 6.213 / 6.293
Charge: 0
E in eV: -102126.1305

Here are the Mulliken charges for atoms 1 to 5, given in e: number 1, Pb, carries 2.0752; number 2, O, carries -0.8950; number 3, C, carries 0.4286; number 4, C, carries -0.7546; number 5, C, carries -0.9483

[2]
Here is C52H49AsN4OSW as an isolated structure from the Open Molecules 2025 dataset. Energies are from ωB97M-V/def2-TZVPD.

Geometry (Å):
W 0.058196 0.639352 0.403244
C -3.074480 2.979372 1.771448
C -2.357067 4.334932 1.785667
C -1.288928 4.652522 0.753715
C -1.409220 5.870096 0.082298
C -0.372599 6.385892 -0.673712
C 0.834735 5.713722 -0.733408
C 0.996801 4.478275 -0.115517
C 2.316061 3.762256 -0.123469
C 3.413557 4.396160 -0.959064
C -0.098610 3.926887 0.555658
N 0.003468 2.611448 1.166818
C -0.103414 2.650464 2.500244
C -0.537406 1.517376 3.170771
C -0.934545 1.221712 4.487418
C -1.539987 -0.023400 4.436005
C -1.489733 -0.450289 3.098809
N -0.878861 0.471601 2.332202
H -3.147655 2.565474 2.778115
H -2.577831 2.238595 1.157069
H -4.093737 3.092352 1.403496
H -1.922106 4.499604 2.775531
H -3.099072 5.129290 1.700251
H -2.320146 6.442703 0.199107
H -0.490124 7.337685 -1.172486
H 1.665448 6.154997 -1.264698
H 2.142752 2.748308 -0.475672
H 2.657101 3.647199 0.911635
H 4.314815 3.785686 -0.906242
H 3.127114 4.474713 -2.008800
H 3.679887 5.392904 -0.607865
H 0.080030 3.591685 3.009641
H -0.811537 1.855566 5.348434
H -1.989880 -0.566714 5.247341
H -1.878023 -1.371002 2.690021
C 3.576768 -4.065557 -3.358887
C 2.705981 -4.725318 -2.502369
C 1.827853 -4.001466 -1.712376
C 1.830716 -2.613611 -1.789806
C 2.703526 -1.939905 -2.636893
C 3.573131 -2.679542 -3.423107
N 0.975827 -1.917595 -0.909224
N 0.362410 -0.759968 -1.109944
C 0.328456 0.097694 -2.231273
C 0.218298 -0.175978 -3.586673
C 0.096023 0.934453 -4.410652
C 0.085784 2.224121 -3.881089
C 0.172090 2.461550 -2.506377
C 0.283891 1.373545 -1.646561
H 4.259627 -4.632318 -3.975607
H 2.703765 -5.804443 -2.451621
H 1.137109 -4.509239 -1.051246
H 2.717102 -0.861421 -2.681656
H 4.256874 -2.166033 -4.084167
H 0.235949 -1.182584 -3.980913
H 0.013531 0.799778 -5.480375
H -0.002805 3.062996 -4.557981
H 0.124824 3.477778 -2.142738
C -3.435643 2.313720 -1.603619
S -2.610280 0.730347 -1.687270
O -2.040802 0.483754 -0.265466
C -4.015162 -0.339329 -1.711970
C -4.338697 -0.924976 -2.926069
C -5.471839 -1.725068 -2.999001
C -6.244937 -1.932881 -1.866390
C -5.898632 -1.346407 -0.652449
C -4.778374 -0.541820 -0.567784
H -4.088264 2.349360 -0.737682
H -4.016204 2.394270 -2.521511
H -2.677151 3.096067 -1.565326
H -3.716577 -0.765007 -3.796369
H -5.746631 -2.187041 -3.935919
H -7.125273 -2.557262 -1.926832
H -6.513965 -1.508660 0.222735
H -4.496605 -0.072605 0.367994
C 4.213922 -4.080280 3.051787
C 2.941307 -4.248400 3.578976
C 1.844718 -3.702860 2.927994
C 2.037338 -2.983997 1.747607
C 3.317081 -2.790923 1.231345
C 4.400944 -3.356386 1.883176
As 0.530886 -2.141288 0.946678
C -0.896906 -3.412586 0.799359
C -0.693006 -4.784073 0.958987
C -1.749395 -5.659385 0.761661
C -2.997525 -5.171361 0.400165
C -3.198103 -3.808103 0.232537
C -2.151504 -2.923274 0.437474
C 2.093862 0.435015 0.913288
C 3.118391 0.539908 -0.049933
C 4.457279 0.537971 0.314132
C 4.810092 0.441424 1.653041
C 3.826752 0.317757 2.622470
C 2.489015 0.290012 2.255126
H 5.065222 -4.513153 3.558768
H 2.800040 -4.805836 4.494453
H 0.854303 -3.841584 3.349267
H 3.474624 -2.205305 0.332895
H 5.395169 -3.222327 1.480290
H 0.280743 -5.173280 1.229200
H -1.597576 -6.722604 0.884079
H -3.817193 -5.858564 0.244015
H -4.168823 -3.432531 -0.061169
H -2.314095 -1.857201 0.287501
H 2.865181 0.652652 -1.098590
H 5.224298 0.627775 -0.443832
H 5.852911 0.453775 1.939581
H 4.101711 0.223924 3.664306
H 1.741651 0.154236 3.033772

Atoms 1-3, force components in eV/Å:
-0.605 -0.774 0.157
-0.155 -0.016 0.047
-0.066 0.076 0.031

## Properties
2S+1: 3
Highest occupied orbital energy (spin up / spin down) in eV: -12.5743 / -13.1877
HOMO-LUMO gap (spin up / spin down) in eV: 5.805 / 6.266
Charge: +2
E in eV: -136210.8477

Here are the Mulliken charges for atoms 1 to 5, given in e: number 1, W, carries 0.8946; number 2, C, carries -0.0502; number 3, C, carries -1.1983; number 4, C, carries 0.9247; number 5, C, carries -1.2046

Per-record max |F|, eV Å⁻¹: 0.22, 0.99